*i*
Molecular formula: C3H5N3
Method: DFT, the ωB97M-V functional and the def2-TZVPD basis

Summary:
Kohn-Sham gap (eV): 9.386
HOMO level (eV): -8.970

Element x y z (Å)
1 C -1.917 -0.721 0.033
2 C -0.505 -0.309 -0.136
3 N 0.578 -0.804 -0.182
4 N 1.742 -1.177 -0.407
5 N 2.662 2.381 0.153
6 C 1.536 2.184 -0.005
7 H -2.376 -0.143 0.840
8 H -2.463 -0.481 -0.885
9 H -2.029 -1.789 0.244
10 H 2.257 -1.201 0.476
11 H 0.496 1.952 -0.144


*ii*
Molecular formula: C3H5N3
Method: DFT, the ωB97M-V functional and the def2-TZVPD basis

Summary:
Kohn-Sham gap (eV): 10.951
HOMO level (eV): -9.780
Structure (SMILES): Cc1cn[nH]n1

Element x y z (Å)
1 C 1.009 0.934 0.979
2 C 0.103 0.147 0.081
3 C -0.259 -1.214 0.121
4 N -1.073 -1.481 -0.892
5 N -1.197 -0.311 -1.483
6 N -0.525 0.700 -0.955
7 H 0.485 1.158 1.914
8 H 1.935 0.398 1.230
9 H 1.286 1.870 0.486
10 H -0.025 -1.979 0.847
11 H -1.739 -0.222 -2.328


Energies in hartree, measured from the most stable structure: *i* 0.1089; *ii* 0.0000.


*i*
Molecular formula: C2H7N4
Method: DFT, the ωB97M-V functional and the def2-TZVPD basis

Summary:
Kohn-Sham gap (spin up / spin down) (eV): 6.256 / 5.926
HOMO level (spin up / spin down) (eV): -9.598 / -14.211
Spin multiplicity: 3
<S²>: 2.01
Total charge: +1

Element x y z (Å)
1 C 2.351 0.029 -0.110
2 C -0.407 0.756 0.397
3 N 1.267 0.537 -0.430
4 N 3.257 -0.354 0.515
5 N -1.231 -0.280 0.496
6 N -1.552 -0.963 -0.657
7 H -0.263 1.255 1.412
8 H -0.453 1.459 -0.335
9 H 1.274 0.850 -1.363
10 H 4.005 -1.000 0.569
11 H -1.159 -0.881 1.312
12 H -2.424 -0.687 -0.990
13 H -1.448 -1.975 -0.640


*ii*
Molecular formula: C2H7N4
Method: DFT, the ωB97M-V functional and the def2-TZVPD basis

Summary:
Kohn-Sham gap (spin up / spin down) (eV): 6.402 / 8.862
HOMO level (spin up / spin down) (eV): -9.995 / -15.231
Spin multiplicity: 3
<S²>: 2.01
Total charge: +1

Element x y z (Å)
1 C -1.420 -0.227 0.291
2 C 1.557 -0.882 0.710
3 N 1.478 0.919 -0.831
4 N 1.647 -0.013 -0.046
5 N -0.967 0.884 0.790
6 N -1.172 -0.558 -0.974
7 H -2.039 -0.798 0.885
8 H 2.037 -1.314 1.534
9 H 2.299 0.849 -1.428
10 H -1.400 1.192 1.622
11 H -0.329 1.292 0.215
12 H -1.214 -1.486 -1.379
13 H -0.477 0.141 -1.389


Energies in hartree, measured from the most stable structure: *i* 0.0433; *ii* 0.0000.


*i*
Molecular formula: C2H5NS2
Method: DFT, the ωB97M-V functional and the def2-TZVPD basis

Summary:
Kohn-Sham gap (eV): 9.070
HOMO level (eV): -8.859

Element x y z (Å)
1 C 0.372 0.297 0.233
2 C -0.990 0.705 -0.237
3 N 2.222 -1.287 0.748
4 S 1.719 1.563 -0.079
5 S 1.761 -0.554 -0.518
6 H 0.448 -0.177 1.207
7 H -1.432 -0.111 -0.762
8 H -0.842 1.609 -0.785
9 H -1.594 0.838 0.652
10 H 2.973 -1.923 0.677


*ii*
Molecular formula: C2H5NS2
Method: DFT, the ωB97M-V functional and the def2-TZVPD basis

Summary:
Kohn-Sham gap (eV): 8.995
HOMO level (eV): -8.590
Structure (SMILES): CSNC=S

Element x y z (Å)
1 C -2.056 -0.981 0.585
2 S -1.313 0.278 -0.592
3 N -0.091 1.093 0.274
4 C 1.225 0.702 0.422
5 S 1.997 -0.631 -0.159
6 H -2.054 -0.624 1.628
7 H -1.458 -1.879 0.518
8 H -3.057 -1.266 0.190
9 H -0.462 1.991 0.612
10 H 1.706 1.448 1.111


Energies in hartree, measured from the most stable structure: *i* 0.0513; *ii* 0.0000.


*i*
Molecular formula: C2H5NS2
Method: DFT, the ωB97M-V functional and the def2-TZVPD basis

Summary:
Kohn-Sham gap (eV): 8.273
HOMO level (eV): -8.606
Structure (SMILES): CSNC=S

Element x y z (Å)
1 C -1.321 0.854 -0.307
2 S 0.523 1.282 -0.347
3 N 1.217 0.071 0.458
4 C 1.231 -1.331 0.259
5 S -0.209 -2.106 -0.379
6 H -1.939 1.137 0.699
7 H -1.659 -0.031 -0.838
8 H -1.664 1.409 -1.276
9 H 1.597 0.562 1.140
10 H 2.224 -1.847 0.592


*ii*
Molecular formula: C2H5NS2
Method: DFT, the ωB97M-V functional and the def2-TZVPD basis

Summary:
Kohn-Sham gap (eV): 9.204
HOMO level (eV): -8.694
Structure (SMILES): CN1S[C@@H]1S

Element x y z (Å)
1 C -0.190 0.224 1.008
2 N 0.706 -0.429 0.048
3 S 0.427 -2.212 -0.146
4 C 0.236 -0.779 -1.265
5 S 1.414 -0.455 -2.451
6 H -0.560 -0.492 1.691
7 H 0.466 0.984 1.627
8 H -0.953 0.669 0.424
9 H -0.924 -0.735 -1.739
10 H 2.319 -0.537 -1.532


Energies in hartree, measured from the most stable structure: *i* 0.0191; *ii* 0.0000.


*i*
Molecular formula: C2H5NS2
Method: DFT, the ωB97M-V functional and the def2-TZVPD basis

Summary:
Kohn-Sham gap (eV): 7.852
HOMO level (eV): -8.355

Element x y z (Å)
1 C -1.410 -0.934 0.422
2 C 1.815 0.648 -0.216
3 H -1.486 0.344 0.856
4 H -0.865 -1.938 0.870
5 H -2.567 -1.153 0.190
6 H -0.106 1.919 -0.459
7 H 2.418 1.423 0.106
8 N 0.429 0.846 -0.042
9 S -0.646 -0.249 -1.246
10 S 2.419 -0.906 -0.481


*ii*
Molecular formula: C2H5NS2
Method: DFT, the ωB97M-V functional and the def2-TZVPD basis

Summary:
Kohn-Sham gap (eV): 8.431
HOMO level (eV): -8.960

Element x y z (Å)
1 C -1.138 0.682 -0.037
2 C 0.110 0.251 0.455
3 H -1.014 -2.196 -0.396
4 H -1.003 1.365 -0.917
5 H -1.324 1.084 0.979
6 H -0.036 -0.442 1.167
7 H 3.158 0.205 -0.806
8 N 0.954 0.343 -0.394
9 S -2.112 -0.702 -0.091
10 S 2.407 -0.591 0.039


Energies in hartree, measured from the most stable structure: *i* 0.0000; *ii* 0.0076.


*i*
Molecular formula: C2H9NO3
Method: DFT, the ωB97M-V functional and the def2-TZVPD basis

Summary:
Kohn-Sham gap (eV): 11.062
HOMO level (eV): -10.450
Structure (SMILES): CC(N)=O.O.O

Element x y z (Å)
1 C 0.987 1.192 1.100
2 C -0.079 0.271 0.648
3 N -1.241 0.545 1.385
4 O -0.019 -0.368 -0.426
5 H 0.823 2.177 1.586
6 H 1.441 1.488 0.120
7 H 1.724 0.422 1.505
8 H -2.023 0.018 1.080
9 H -1.105 0.653 2.393
10 O -3.164 -0.059 -0.587
11 H -2.495 -0.672 -0.334
12 H -2.968 0.211 -1.479
13 O 3.345 -1.401 -1.779
14 H 4.053 -1.231 -1.184
15 H 2.484 -1.031 -1.530


*ii*
Molecular formula: C2H9NO3
Method: DFT, the ωB97M-V functional and the def2-TZVPD basis

Summary:
Kohn-Sham gap (eV): 10.341
HOMO level (eV): -10.001
Structure (SMILES): NCC=O.O.O

Element x y z (Å)
1 N 0.658 0.701 -0.748
2 C 0.471 -0.688 -0.270
3 C -0.952 -1.204 -0.302
4 O -1.917 -0.588 -0.712
5 H 0.179 0.622 -1.669
6 H 0.326 1.469 -0.149
7 H 0.902 -1.017 0.778
8 H 0.997 -1.324 -1.039
9 H -1.320 -2.182 0.091
10 O -0.293 3.098 -2.814
11 H -0.264 2.360 -2.194
12 H 0.190 3.777 -2.345
13 O 0.430 -1.828 4.135
14 H 0.652 -2.177 3.261
15 H -0.058 -1.019 3.976


*iii*
Molecular formula: C2H9NO3
Method: DFT, the ωB97M-V functional and the def2-TZVPD basis

Summary:
Kohn-Sham gap (eV): 10.646
HOMO level (eV): -10.035
Structure (SMILES): NCC=O.O.O

Element x y z (Å)
1 N 1.241 -1.711 -1.181
2 C 2.149 -0.558 -1.640
3 C 1.680 0.844 -1.398
4 O 2.172 1.796 -1.945
5 H 0.550 -1.595 -1.869
6 H 1.674 -2.535 -1.581
7 H 3.064 -0.568 -1.143
8 H 2.577 -0.444 -2.598
9 H 0.738 0.892 -0.611
10 O -1.822 -1.892 5.464
11 H -2.549 -2.133 4.939
12 H -2.073 -1.409 6.305
13 O -3.894 1.876 -0.615
14 H -3.098 1.439 -0.344
15 H -4.197 2.370 0.165


Energies in hartree, measured from the most stable structure: *i* 0.0000; *ii* 0.0375; *iii* 0.0511.


*i*
Molecular formula: C10H16
Method: DFT, the ωB97M-V functional and the def2-TZVPD basis

Summary:
Kohn-Sham gap (eV): 9.854
HOMO level (eV): -8.795
Structure (SMILES): Cc1ccccc1.CCC

Element x y z (Å)
1 C -1.944 -0.421 1.437
2 C -1.494 -0.288 0.042
3 C -0.711 0.861 -0.294
4 C -0.120 0.970 -1.536
5 C -0.538 0.097 -2.628
6 C -1.274 -1.006 -2.191
7 C -1.758 -1.293 -0.933
8 H -2.775 0.268 1.593
9 H -1.157 -0.333 2.162
10 H -2.357 -1.359 1.633
11 H -0.635 1.692 0.470
12 H 0.626 1.614 -1.887
13 H -0.296 0.522 -3.559
14 H -1.617 -1.704 -3.008
15 H -2.446 -2.094 -0.813
16 C 1.475 0.882 2.406
17 C 2.704 0.742 1.398
18 C 2.558 -0.642 0.828
19 H 1.464 -0.062 3.077
20 H 1.658 1.839 2.975
21 H 0.565 0.758 1.842
22 H 3.700 0.954 1.735
23 H 2.475 1.463 0.522
24 H 3.146 -0.961 -0.013
25 H 1.413 -0.650 0.530
26 H 2.852 -1.359 1.572


*ii*
Molecular formula: C10H16
Method: DFT, the ωB97M-V functional and the def2-TZVPD basis

Summary:
Kohn-Sham gap (eV): 9.966
HOMO level (eV): -8.980
Structure (SMILES): Cc1ccccc1.CCC

Element x y z (Å)
1 C 2.519 0.015 -0.223
2 C 1.608 0.643 0.785
3 C 1.894 1.841 1.493
4 C 1.410 2.118 2.753
5 C 0.362 1.328 3.268
6 C -0.171 0.367 2.423
7 C 0.526 -0.052 1.270
8 H 3.114 -0.773 0.283
9 H 3.397 0.656 -0.381
10 H 1.991 -0.175 -1.151
11 H 2.632 2.493 1.047
12 H 2.064 2.725 3.368
13 H 0.063 1.540 4.271
14 H -1.082 -0.162 2.701
15 H 0.207 -1.013 0.890
16 C -1.556 0.219 -2.037
17 C -2.501 -1.018 -1.962
18 C -1.654 -2.292 -2.187
19 H -0.970 0.111 -2.952
20 H -0.942 -0.004 -1.149
21 H -2.005 1.210 -2.013
22 H -3.129 -1.002 -1.075
23 H -3.236 -0.927 -2.800
24 H -2.063 -2.767 -3.080
25 H -0.583 -2.136 -2.189
26 H -1.896 -2.946 -1.354


Energies in hartree, measured from the most stable structure: *i* 0.0231; *ii* 0.0000.


*i*
Molecular formula: C10H16
Method: DFT, the ωB97M-V functional and the def2-TZVPD basis

Summary:
Kohn-Sham gap (eV): 9.932
HOMO level (eV): -8.900
Structure (SMILES): Cc1ccccc1.CCC

Element x y z (Å)
1 C -0.829 1.259 -2.388
2 C -1.454 0.107 -1.594
3 C -1.936 0.440 -0.357
4 C -2.168 -0.663 0.555
5 C -1.937 -2.016 0.204
6 C -1.480 -2.267 -1.046
7 C -1.353 -1.194 -1.992
8 H -0.083 1.828 -1.809
9 H -1.612 1.926 -2.689
10 H -0.250 0.860 -3.227
11 H -1.971 1.423 0.093
12 H -2.331 -0.357 1.629
13 H -1.886 -2.921 0.851
14 H -1.243 -3.286 -1.383
15 H -1.273 -1.199 -3.067
16 C 1.027 1.478 1.417
17 C 1.917 0.428 2.089
18 C 2.895 -0.198 1.138
19 H 0.406 1.952 2.021
20 H 1.577 2.207 0.786
21 H 0.445 0.764 0.829
22 H 2.669 1.048 2.706
23 H 1.348 -0.172 2.870
24 H 2.379 -0.827 0.365
25 H 3.584 0.309 0.390
26 H 3.561 -0.929 1.612


*ii*
Molecular formula: C10H16
Method: DFT, the ωB97M-V functional and the def2-TZVPD basis

Summary:
Kohn-Sham gap (eV): 10.041
HOMO level (eV): -9.092
Structure (SMILES): CC1(C)[C@H]2C[C@H]3C[C@@H]1[C@]32C

Element x y z (Å)
1 C -1.909 1.527 0.001
2 C -1.048 0.222 0.023
3 C -2.054 -0.965 -0.046
4 C 0.031 0.206 1.116
5 C 0.677 -1.194 1.324
6 C 1.472 -1.067 0.039
7 C 0.661 -1.277 -1.207
8 C 0.024 0.096 -1.039
9 C 1.175 0.430 -0.010
10 C 2.168 1.566 -0.103
11 H -2.693 1.607 0.759
12 H -1.228 2.367 0.251
13 H -2.367 1.522 -0.978
14 H -2.544 -1.049 -1.041
15 H -2.843 -0.842 0.710
16 H -1.538 -1.953 0.094
17 H -0.098 0.824 1.997
18 H -0.030 -2.029 1.443
19 H 1.348 -1.201 2.204
20 H 2.489 -1.449 -0.011
21 H 1.209 -1.437 -2.151
22 H -0.037 -2.133 -1.137
23 H -0.021 0.719 -1.965
24 H 2.792 1.411 -0.960
25 H 2.727 1.585 0.880
26 H 1.635 2.515 -0.194


*iii*
Molecular formula: C10H16
Method: DFT, the ωB97M-V functional and the def2-TZVPD basis

Summary:
Kohn-Sham gap (eV): 9.929
HOMO level (eV): -8.920
Structure (SMILES): CCc1ccccc1.CC

Element x y z (Å)
1 C 2.467 -0.502 1.491
2 C 1.461 -1.026 0.519
3 C 0.961 0.206 -0.386
4 C 1.892 0.499 -1.339
5 C 1.580 1.367 -2.358
6 C 0.305 1.892 -2.446
7 C -0.575 1.594 -1.413
8 C -0.292 0.842 -0.274
9 H 2.502 -0.920 2.486
10 H 2.530 0.584 1.662
11 H 3.438 -0.384 0.877
12 H 1.731 -1.963 -0.126
13 H 0.802 -1.535 1.115
14 H 2.893 0.087 -1.318
15 H 2.293 1.701 -3.105
16 H -0.069 2.627 -3.098
17 H -1.537 2.150 -1.238
18 H -0.811 0.994 0.645
19 C -3.187 -0.574 0.745
20 C -2.216 -1.543 1.452
21 H -4.209 -0.724 0.727
22 H -3.277 0.560 1.169
23 H -2.859 -0.561 -0.449
24 H -1.185 -1.425 0.942
25 H -2.469 -2.642 1.224
26 H -2.170 -1.306 2.496


*iv*
Molecular formula: C10H16
Method: DFT, the ωB97M-V functional and the def2-TZVPD basis

Summary:
Kohn-Sham gap (eV): 9.996
HOMO level (eV): -8.958
Structure (SMILES): Cc1ccccc1.CCC

Element x y z (Å)
1 C 2.780 -0.019 -0.083
2 C 1.724 -0.959 0.503
3 C 0.971 -0.559 1.628
4 C -0.075 -1.333 1.992
5 C -0.574 -2.448 1.186
6 C 0.249 -2.839 0.201
7 C 1.408 -2.141 -0.143
8 H 3.300 0.627 0.598
9 H 2.350 0.723 -0.628
10 H 3.583 -0.564 -0.552
11 H 1.045 0.229 2.248
12 H -0.477 -1.095 3.001
13 H -1.567 -2.745 1.492
14 H 0.078 -3.896 -0.420
15 H 2.076 -2.587 -0.857
16 C -0.579 2.322 -0.306
17 C -2.081 1.996 -0.578
18 C -2.156 1.048 -1.757
19 H 0.208 1.445 -0.158
20 H -0.584 3.123 0.492
21 H -0.061 2.735 -1.226
22 H -2.601 1.459 0.185
23 H -2.605 3.045 -0.662
24 H -1.467 1.440 -2.561
25 H -1.799 -0.026 -1.395
26 H -3.146 1.019 -2.200


Energies in hartree, measured from the most stable structure: *i* 0.0000; *ii* 0.0109; *iii* 0.0350; *iv* 0.0058.